The following is a DFT calculation (ωB97M-V/def2-TZVPD) of C4H3OTb as an isolated structure in a non-equilibrium geometry.

Values from the calculation:
Multiplicity: 7
LUMO level (spin up / spin down): -0.4404 / -0.3746 Eh
Maximum force: 7.7 eV Å⁻¹
Relative energy (zero: lowest compared OMol25 entry of this formula, charge and spin): 68.2 kcal/mol
HOMO (spin up / spin down): -18.09 / -17.65 eV
Net charge: +2
Calculated total energy: -1053.0129 Eh

Element x y z (Å)
C -2.148 -0.059 0.120
C -0.840 -0.243 0.065
C 0.407 -0.516 -0.078
C 1.725 -0.618 -0.323
H -2.818 -0.921 0.150
H -2.585 0.932 -0.006
H 2.530 -1.137 0.380
O 2.460 0.468 -0.076
Tb 1.269 2.095 -0.233

Here are the Löwdin charges for atoms 1 to 5, given in e: atom 1 (C): 0.21, atom 2 (C): -0.04, atom 3 (C): -0.01, atom 4 (C): -0.13, atom 5 (H): 0.14

***

The following is a DFT calculation (ωB97M-V/def2-TZVPD) of C2H4N4 as an isolated structure in a non-equilibrium geometry.

Values from the calculation:
LUMO level: 0.0271 Eh
Maximum force: 4.4 eV Å⁻¹
Relative energy (zero: lowest compared OMol25 entry of this formula, charge and spin): 85.3 kcal/mol
HOMO: -8.81 eV
Net charge: 0
Calculated total energy: -297.5084 Eh

Element x y z (Å)
N 1.828 -0.211 0.109
C 0.431 -0.016 0.032
N -0.434 -0.986 -0.202
N -1.659 -0.617 -0.221
N -1.583 1.206 0.024
C -0.319 1.217 0.189
H 2.248 -0.342 -0.808
H 2.057 -1.027 0.669
H -2.251 -1.448 -0.444
H -0.318 2.224 0.651

Here are the Löwdin charges for atoms 1 to 5, given in e: atom 1 (N): 0.05, atom 2 (C): -0.41, atom 3 (N): 0.00, atom 4 (N): -0.01, atom 5 (N): 0.15

***

The following is a DFT calculation (ωB97M-V/def2-TZVPD) of C15H23IN2SiSn as an isolated structure in a non-equilibrium geometry.

Values from the calculation:
LUMO level: -0.0264 Eh
Maximum force: 3.1 eV Å⁻¹
Relative energy (zero: lowest compared OMol25 entry of this formula, charge and spin): 46.5 kcal/mol
HOMO: -6.45 eV
Net charge: 0
Calculated total energy: -1496.3334 Eh

Element x y z (Å)
C 0.984 3.356 0.120
C 2.886 0.478 0.043
H 0.971 3.543 -0.960
H 2.034 3.527 0.454
H 0.412 4.142 0.587
H 2.951 0.049 -0.967
H 3.400 1.450 -0.048
H 3.425 -0.127 0.788
C -1.908 1.749 -1.043
C -3.246 1.532 -1.376
C -3.656 0.275 -1.812
C -2.671 -0.706 -1.899
H -1.561 2.735 -0.731
H -3.938 2.354 -1.271
H -4.690 0.079 -2.093
H -2.933 -1.684 -2.279
N -0.990 0.766 -1.003
C -1.342 -0.453 -1.505
C -0.286 -1.502 -1.548
N 0.919 -1.219 -1.009
C 1.901 -2.124 -1.072
C 0.531 -3.732 -2.139
C 1.773 -3.395 -1.619
H 2.867 -1.861 -0.650
H 2.654 -4.034 -1.593
C -0.501 -2.783 -2.108
H -1.465 -3.012 -2.530
H 0.377 -4.723 -2.544
Sn 0.937 1.260 0.528
I -1.247 2.196 2.362
C -1.490 -1.591 1.929
Si 0.149 -0.738 2.331
C 0.130 -0.190 4.152
C 1.458 -2.143 2.309
H -2.213 -0.860 1.557
H -1.931 -2.080 2.820
H -1.386 -2.338 1.130
H 0.176 -1.026 4.869
H 0.986 0.458 4.362
H -0.751 0.417 4.403
H 1.549 -2.644 3.288
H 1.255 -2.920 1.561
H 2.453 -1.758 2.065

Here are the Löwdin charges for atoms 1 to 5, given in e: atom 1 (C): -0.35, atom 2 (C): -0.31, atom 3 (H): 0.00, atom 4 (H): 0.00, atom 5 (H): -0.03

***

The following is a DFT calculation (ωB97M-V/def2-TZVPD) of C26H25CuN2P as an isolated structure in a non-equilibrium geometry.

Values from the calculation:
Multiplicity: 2
LUMO level (spin up / spin down): 0.1693 / 0.1692 Eh
Maximum force: 5.3 eV Å⁻¹
HOMO (spin up / spin down): 1.45 / 1.69 eV
Net charge: -2
Calculated total energy: -3096.7682 Eh

Element x y z (Å)
C -0.167 -1.165 -4.132
C 0.871 -0.185 -4.214
C 0.483 0.937 -3.438
C -0.795 0.668 -2.875
C -1.232 -0.612 -3.352
Cu 0.428 -0.829 -2.153
C 3.123 -0.687 -2.228
C 2.609 -1.910 -2.605
C 2.901 -3.062 -3.251
N 0.818 -2.666 -2.084
H 1.080 1.835 -3.284
H 1.830 -0.319 -4.725
H -1.368 1.335 -2.244
H -2.177 -1.092 -3.135
H -0.150 -2.146 -4.595
H 3.464 0.066 -2.947
H 0.613 -2.995 -1.120
H 3.368 -0.522 -1.184
H 3.871 -3.357 -3.643
H 2.077 -3.778 -3.365
N 0.799 -0.353 -0.298
P -0.070 0.241 0.858
C -0.027 2.052 0.852
C 0.765 2.664 -0.131
C 0.870 4.061 -0.192
C 0.207 4.857 0.749
C -0.570 4.247 1.734
C -0.693 2.853 1.793
C -1.793 -0.313 0.853
C -2.724 0.072 1.829
C -4.019 -0.443 1.790
C -4.402 -1.335 0.792
C -3.473 -1.739 -0.180
C -2.155 -1.256 -0.117
C 0.579 -0.308 2.432
C 1.154 0.573 3.353
C 1.660 0.080 4.561
C 1.594 -1.291 4.844
C 0.994 -2.172 3.930
C 0.485 -1.678 2.724
H 1.311 2.031 -0.833
H 1.478 4.511 -0.977
H 0.304 5.939 0.706
H -1.083 4.859 2.468
H -1.292 2.397 2.575
H -2.425 0.756 2.614
H -4.733 -0.149 2.535
H -5.411 -1.737 0.740
H -3.731 -2.438 -0.995
H -1.406 -1.641 -0.817
H 1.185 1.635 3.138
H 2.088 0.773 5.290
H 1.982 -1.676 5.789
H 0.906 -3.240 4.156
H 0.005 -2.349 2.009

Here are the Löwdin charges for atoms 1 to 5, given in e: atom 1 (C): -0.20, atom 2 (C): -0.20, atom 3 (C): -0.20, atom 4 (C): -0.23, atom 5 (C): -0.21

***

The following is a DFT calculation (ωB97M-V/def2-TZVPD) of a 4-piece molecular cluster, C4H14O3 overall in a non-equilibrium geometry.

Values from the calculation:
SMILES string: C/C=C/C.O.O.O
LUMO level: 0.0280 Eh
Maximum force: 6.7 eV Å⁻¹
Relative energy (zero: lowest compared OMol25 entry of this formula, charge and spin): 95.9 kcal/mol
HOMO: -8.73 eV
Net charge: 0
Calculated total energy: -386.3740 Eh

Element x y z (Å)
C 2.374 -2.493 0.959
C 2.240 -1.539 -0.411
C 3.283 -0.760 -0.972
C 3.225 0.626 -1.306
H 1.985 -1.838 1.911
H 3.338 -2.247 0.930
H 2.207 -3.588 0.647
H 1.267 -1.167 -0.471
H 4.338 -1.141 -0.817
H 2.158 0.821 -1.626
H 3.843 0.798 -2.114
H 3.473 1.083 -0.324
H -5.348 -0.004 3.620
H -4.927 -1.274 4.442
O -5.413 -0.441 4.466
H 0.787 4.375 1.557
H 0.925 5.034 0.159
O 1.363 4.952 0.975
H -5.155 -0.837 -3.334
H -5.529 -1.652 -4.503
O -4.712 -1.182 -4.154

Here are the Löwdin charges for atoms 1 to 5, given in e: atom 1 (C): -0.08, atom 2 (C): -0.12, atom 3 (C): -0.23, atom 4 (C): -0.14, atom 5 (H): 0.13

***

The following is a DFT calculation (ωB97M-V/def2-TZVPD) of CH4INP2 as an isolated structure in a non-equilibrium geometry.

Values from the calculation:
LUMO level: -0.0627 Eh
Maximum force: 4.0 eV Å⁻¹
Relative energy (zero: lowest compared OMol25 entry of this formula, charge and spin): 31.9 kcal/mol
HOMO: -8.41 eV
Net charge: 0
Calculated total energy: -1075.5998 Eh

Element x y z (Å)
C 1.026 -0.906 -0.223
N 0.075 1.312 0.285
P -0.744 2.475 -0.329
P 0.409 0.022 1.164
I -2.240 -1.571 1.532
H 0.501 -0.686 -1.159
H 1.065 -1.911 -0.250
H 2.024 -0.752 -0.479
H -2.116 2.019 -0.541

Here are the Löwdin charges for atoms 1 to 5, given in e: atom 1 (C): -0.40, atom 2 (N): -0.78, atom 3 (P): 0.80, atom 4 (P): 0.68, atom 5 (I): -0.25

***

The following is a DFT calculation (ωB97M-V/def2-TZVPD) of a 5-piece molecular cluster, C18H40N8P2 overall in a non-equilibrium geometry.

Values from the calculation:
SMILES string: N=[PH2]PCC(N)(N)N.CCCC#N.CCCC#N.CCCC#N.CCCC#N
LUMO level: 0.0212 Eh
Maximum force: 1.0 eV Å⁻¹
HOMO: -8.36 eV
Net charge: 0
Calculated total energy: -1830.5404 Eh

Element x y z (Å)
N -5.170 1.574 -2.412
P -4.964 1.223 -3.944
P -2.965 0.563 -4.536
C -1.802 1.112 -3.225
C -1.547 2.611 -2.947
N -0.648 2.718 -1.790
N -2.727 3.373 -2.585
N -0.889 3.214 -4.086
H -5.868 0.943 -2.036
H -5.296 2.247 -4.863
H -5.795 0.170 -4.353
H -2.642 1.411 -5.609
H -0.844 0.689 -3.531
H -2.070 0.600 -2.305
H -0.031 1.913 -1.733
H -1.234 2.631 -0.968
H -3.357 3.470 -3.366
H -3.226 2.920 -1.832
H -1.113 4.199 -4.107
H -1.178 2.792 -4.956
C 2.942 -0.503 1.552
C 1.478 -0.144 1.774
C 0.545 -0.770 0.729
C 0.857 -0.307 -0.615
N 1.075 0.035 -1.689
H 3.308 -0.120 0.599
H 3.565 -0.069 2.332
H 3.079 -1.587 1.566
H 1.360 0.941 1.761
H 1.163 -0.490 2.759
H -0.492 -0.502 0.934
H 0.626 -1.855 0.757
C 6.466 -2.042 2.741
C 7.740 -1.223 2.572
C 7.607 0.206 3.111
C 6.555 0.945 2.415
N 5.726 1.502 1.851
H 5.638 -1.607 2.181
H 6.611 -3.058 2.375
H 6.172 -2.102 3.790
H 8.014 -1.185 1.516
H 8.563 -1.712 3.097
H 8.542 0.753 2.987
H 7.366 0.192 4.175
C -2.722 4.444 0.869
C -4.103 3.827 0.685
C -4.263 2.482 1.409
C -3.338 1.472 0.899
N -2.647 0.660 0.472
H -1.938 3.817 0.450
H -2.664 5.408 0.366
H -2.501 4.600 1.927
H -4.312 3.691 -0.378
H -4.859 4.511 1.072
H -5.273 2.094 1.280
H -4.084 2.601 2.479
C -0.725 -6.777 0.264
C -1.494 -5.576 0.800
C -0.712 -4.263 0.677
C 0.538 -4.319 1.437
N 1.513 -4.382 2.038
H 0.193 -6.944 0.828
H -1.327 -7.682 0.340
H -0.459 -6.637 -0.785
H -1.754 -5.743 1.846
H -2.431 -5.467 0.252
H -1.305 -3.429 1.052
H -0.473 -4.059 -0.368

Here are the Löwdin charges for atoms 1 to 5, given in e: atom 1 (N): -0.36, atom 2 (P): 0.45, atom 3 (P): 0.71, atom 4 (C): -0.44, atom 5 (C): -0.75

***

The following is a DFT calculation (ωB97M-V/def2-TZVPD) of a 2-piece molecular cluster, C2H8N3O2 overall in a non-equilibrium geometry.

Values from the calculation:
LUMO level: -0.1374 Eh
Maximum force: 2.7 eV Å⁻¹
Relative energy (zero: lowest compared OMol25 entry of this formula, charge and spin): 113.6 kcal/mol
HOMO: -14.45 eV
Net charge: +1
Calculated total energy: -395.3762 Eh

Element x y z (Å)
C -1.190 -0.485 1.398
C 1.201 0.276 -0.812
N -1.576 -0.321 -0.785
N -0.665 -0.143 0.061
N 2.156 0.054 0.020
O -2.647 -0.817 -0.567
O 0.838 1.436 -1.348
H -2.001 -1.217 1.382
H -0.346 -0.956 1.960
H -1.487 0.385 1.943
H 0.940 -0.482 -1.502
H -1.336 -0.014 -1.756
H 2.628 0.816 0.500
H 2.450 -0.820 0.365
H 1.034 2.289 -0.857

Here are the Löwdin charges for atoms 1 to 5, given in e: atom 1 (C): -0.03, atom 2 (C): -0.27, atom 3 (N): -0.17, atom 4 (N): -0.02, atom 5 (N): 0.23

***

Q: Which of these has the lowest calculated total energy?
A: C26H25CuN2P

***

Q: calculated total energy of number 5 (C4H14O3)?
A: -386.3740 Eh

***

Q: Which formula does entry 7 have?
A: C18H40N8P2

***

Q: Look up the net charge of the second one.
A: 0